(1)
A cluster of 12 separate species, C39H105N3O12 in total in a non-equilibrium geometry. Source: the OMol25 dataset; level of theory: ωB97M-V/def2-TZVPD.

Last column: Mulliken charge in e.
Geometry (Å):
C: 20.2736 -1.8825 1.6360  -1.2533
C: 19.3533 -3.0925 1.2296  0.4571
C: 18.9801 -3.9346 2.4514  -1.2350
O: 18.2195 -2.7335 0.4686  -0.5296
H: 21.2737 -2.2686 1.8330  0.3661
H: 20.0203 -1.4025 2.5812  0.2902
H: 20.3034 -1.1528 0.8268  0.3364
H: 20.0316 -3.6586 0.5911  0.2395
H: 18.6414 -4.9149 2.1162  0.3147
H: 18.2692 -3.4795 3.1410  0.3473
H: 19.8614 -4.0793 3.0762  0.3429
H: 17.5462 -2.4385 1.0860  0.3166
C: 24.0831 5.5597 -1.5328  -1.1852
C: 25.5169 5.2085 -1.8589  0.5157
C: 26.1442 4.1144 -0.9878  -1.2851
O: 25.4389 4.7966 -3.2161  -0.5411
H: 23.9442 6.0764 -0.5831  0.3209
H: 23.5870 4.6120 -1.3235  0.2950
H: 23.5117 6.0476 -2.3225  0.3654
H: 26.1923 6.0641 -1.8499  0.2100
H: 25.5852 3.1794 -1.0238  0.3510
H: 25.9212 4.3825 0.0450  0.3460
H: 27.2286 4.0663 -1.0870  0.3089
H: 25.1684 5.5933 -3.6784  0.2981
C: 19.2163 5.6504 -7.9621  -1.3262
C: 20.0651 4.6636 -8.7101  0.6579
C: 21.5121 4.5686 -8.2566  -1.2669
O: 19.5098 3.3731 -8.5152  -0.5801
H: 18.1455 5.5894 -8.1563  0.3126
H: 19.5782 6.6783 -7.9838  0.3595
H: 19.3586 5.4149 -6.9074  0.3264
H: 20.0554 4.8770 -9.7790  0.1810
H: 21.8076 5.5736 -7.9555  0.3087
H: 22.1869 4.2367 -9.0457  0.3816
H: 21.5846 4.0147 -7.3207  0.3290
H: 19.9537 2.7257 -9.0678  0.3160
C: 21.8445 3.9255 6.8496  -1.2443
C: 23.1173 3.6996 5.9844  0.4023
C: 24.2761 4.6519 6.4240  -1.1634
O: 23.5787 2.4039 6.3257  -0.5371
H: 22.1408 3.9044 7.8983  0.3098
H: 21.0636 3.1725 6.7429  0.3170
H: 21.4419 4.8860 6.5280  0.3588
H: 22.8283 3.8048 4.9387  0.2251
H: 24.0128 5.6786 6.1697  0.3448
H: 25.1552 4.5189 5.7934  0.3658
H: 24.5305 4.5858 7.4818  0.3039
H: 24.3637 2.2032 5.8109  0.3169
C: 9.2850 6.9535 -0.8197  -1.3172
C: 8.6824 5.5398 -0.7355  0.5468
C: 9.7390 4.3744 -0.4706  -1.1947
O: 7.6769 5.6786 0.2438  -0.5784
H: 10.2520 6.8880 -1.3184  0.3447
H: 9.4314 7.2255 0.2256  0.3468
H: 8.6299 7.6355 -1.3617  0.3624
H: 8.1372 5.4409 -1.6742  0.1855
H: 9.2119 3.4230 -0.5414  0.3294
H: 10.2311 4.4110 0.5013  0.3235
H: 10.4308 4.3823 -1.3130  0.3342
H: 7.1686 6.4827 0.1147  0.3173
C: 13.3386 3.8091 -7.1358  -1.1242
C: 12.2912 3.3668 -8.1460  0.2437
C: 12.6399 3.9263 -9.5393  -1.1609
O: 12.2859 1.9458 -8.2560  -0.5472
H: 13.2740 4.8970 -7.1534  0.3333
H: 14.3409 3.5405 -7.4697  0.3053
H: 13.0956 3.3911 -6.1589  0.3042
H: 11.3301 3.7678 -7.8244  0.3174
H: 11.9479 3.5736 -10.3041  0.3091
H: 13.6695 3.6942 -9.8114  0.3018
H: 12.5665 5.0126 -9.5900  0.3689
H: 13.2003 1.6835 -8.3856  0.3491
C: 10.0870 5.8457 7.4143  -1.1364
C: 8.7807 6.4880 7.8801  0.2718
C: 8.0865 7.3359 6.8189  -1.1550
O: 7.9996 5.3320 8.1585  -0.5492
H: 10.0452 5.1874 6.5466  0.3048
H: 10.4325 5.2267 8.2423  0.3283
H: 10.8697 6.5938 7.2889  0.3390
H: 9.0144 7.1466 8.7165  0.2886
H: 7.3148 7.9583 7.2718  0.3241
H: 7.6203 6.7923 5.9972  0.3123
H: 8.7506 8.1092 6.4328  0.3173
H: 7.7839 4.9706 7.2957  0.3548
C: 14.5999 9.7387 3.7099  -1.1112
C: 14.6077 10.7529 2.6039  0.2502
C: 14.6177 12.2388 3.1397  -1.1722
O: 15.7709 10.5546 1.8238  -0.5374
H: 14.5206 8.7075 3.3659  0.2998
H: 13.7448 9.8727 4.3725  0.3168
H: 15.5529 9.8406 4.2291  0.2963
H: 13.8099 10.4687 1.9177  0.2944
H: 13.7131 12.5473 3.6638  0.3574
H: 14.6396 12.9071 2.2789  0.3284
H: 15.4157 12.4358 3.8555  0.3242
H: 16.4862 10.7526 2.4328  0.3531
C: 10.4896 -3.4982 -4.7382  -1.1689
C: 10.9238 -2.2514 -3.9414  0.3307
C: 12.4087 -1.9437 -4.0412  -1.2348
O: 10.3084 -1.1308 -4.4693  -0.5367
H: 10.9288 -4.3973 -4.3059  0.3513
H: 10.7254 -3.4789 -5.8022  0.2868
H: 9.4172 -3.6577 -4.6261  0.3179
H: 10.6669 -2.4256 -2.8966  0.2859
H: 12.9426 -2.8092 -3.6487  0.3311
H: 12.6905 -1.0387 -3.5031  0.3434
H: 12.8233 -1.7546 -5.0314  0.3402
H: 10.7633 -1.0057 -5.3054  0.3533
C: 15.3413 0.9124 4.4826  -1.4422
C: 14.8033 1.5314 3.1573  0.5675
C: 15.8021 2.5631 2.5175  -0.8116
O: 15.3499 2.9230 1.2028  -0.2806
C: 16.3391 3.6390 0.4940  -0.7676
N: 14.5450 0.3678 2.3695  -0.6743
H: 16.0896 0.1447 4.2858  0.3357
H: 14.5419 0.4190 5.0353  0.3857
H: 15.7951 1.6383 5.1574  0.3495
H: 13.8750 2.0493 3.3987  0.2121
H: 16.8187 2.1745 2.5782  0.3960
H: 15.8640 3.4680 3.1221  0.3858
H: 16.7051 4.5053 1.0451  0.2943
H: 15.9320 3.8463 -0.4956  0.2412
H: 17.2147 3.0003 0.3784  0.3248
H: 13.7923 -0.1424 2.8091  0.2393
H: 14.1308 0.7550 1.5337  0.2493
C: 20.7119 -2.9741 9.5891  -1.3157
C: 20.2451 -1.6676 10.3603  0.4266
C: 19.6825 -1.9267 11.7218  -0.7087
O: 18.6581 -2.9077 11.7588  -0.3079
C: 17.4574 -2.5177 11.1360  -0.7830
N: 21.4184 -0.8219 10.4704  -0.7214
H: 19.9092 -3.6998 9.4584  0.2968
H: 21.5306 -3.3315 10.2137  0.3718
H: 21.1776 -2.7316 8.6339  0.3662
H: 19.4654 -1.1779 9.7769  0.2846
H: 19.3777 -0.9788 12.1655  0.3900
H: 20.4122 -2.4169 12.3663  0.3019
H: 17.5397 -2.3529 10.0617  0.3001
H: 16.8760 -1.6858 11.5334  0.3131
H: 16.8303 -3.4079 11.1862  0.2820
H: 21.0938 0.0184 10.9270  0.2471
H: 21.6969 -0.5190 9.5480  0.2570
C: 11.0282 -6.1189 3.4697  -1.2709
C: 11.2660 -5.1369 4.6705  0.4721
C: 12.6628 -5.2666 5.3129  -0.6826
O: 12.9821 -6.6552 5.5507  -0.3378
C: 14.4041 -7.0188 5.6465  -0.7141
N: 10.9840 -3.7661 4.2261  -0.7045
H: 11.6672 -5.8868 2.6177  0.3142
H: 10.0050 -5.9245 3.1482  0.3884
H: 11.0807 -7.1766 3.7276  0.3089
H: 10.5718 -5.3251 5.4895  0.2073
H: 12.6868 -4.7133 6.2517  0.3099
H: 13.3417 -4.8167 4.5885  0.3874
H: 14.5399 -7.7950 6.3997  0.2568
H: 15.0819 -6.1875 5.8402  0.3114
H: 14.6890 -7.5773 4.7549  0.2720
H: 10.9039 -3.1581 5.0286  0.2515
H: 10.0678 -3.6890 3.8081  0.2321

Atomic forces in eV per Å
C -0.51 -0.58 0.04
C 1.02 0.91 1.07
C 0.65 -0.23 -0.19
O 0.21 -0.02 -0.06
H 0.15 -0.05 -0.31
H -0.55 0.17 -0.08
H 0.06 -0.01 0.08
H -0.49 -0.37 -0.28
H -0.25 0.03 0.21
H -0.35 0.22 -0.37
H 0.21 -0.17 -0.11
H -0.19 0.14 0.01
C -0.48 -0.63 1.73
C 0.04 0.03 -0.53
C -1.09 0.78 0.61
O 0.71 -0.57 -0.61
H 0.20 0.50 -0.05
H -0.24 -0.21 -0.34
H 0.37 0.18 -0.01
H -0.04 0.33 0.41
H 0.43 -0.28 -0.80
H 0.33 0.44 0.26
H -0.24 -0.41 -0.27
H -0.01 -0.15 -0.39
C 0.30 0.04 1.37
C 0.56 -0.82 -0.78
C -0.04 1.59 0.57
O -1.14 -0.43 0.14
H 0.19 0.00 -0.32
H -0.05 0.02 -0.69
H -0.28 -0.24 0.30
H -0.08 0.25 -0.22
H 0.45 0.23 -0.25
H -0.05 -0.28 0.23
H 0.01 -0.45 -0.29
H 0.13 0.10 -0.05
C 0.88 0.14 -0.57
C 0.28 0.23 2.21
C -1.03 0.68 -1.38
O -0.37 -0.84 -0.43
H -0.07 0.35 0.03
H 0.23 -0.14 -0.41
H -0.17 0.12 0.47
H 0.36 -0.05 -0.23
H -0.23 0.28 0.35
H 0.19 -0.54 0.15
H -0.17 -0.24 -0.14
H 0.10 -0.01 -0.04
C 1.04 -1.19 0.08
C 0.46 1.25 -0.44
C -2.04 0.91 -0.57
O -0.48 -1.49 1.39
H 0.07 0.40 -0.10
H 0.15 0.54 -0.14
H 0.01 0.05 0.20
H 0.41 -0.99 -0.42
H -0.06 -0.04 0.14
H 0.03 0.36 -0.15
H 0.23 0.16 0.25
H 0.18 0.02 -0.25
C -0.66 0.37 -0.41
C 1.39 0.14 -1.05
C -0.44 0.56 0.15
O -0.80 -0.03 0.40
H 0.25 0.12 0.54
H 0.06 -0.19 0.13
H 0.26 0.17 0.05
H -0.26 -0.64 -0.06
H 0.11 -0.33 0.07
H 0.00 -0.29 -0.04
H 0.00 0.18 0.27
H 0.10 -0.09 -0.03
C 1.07 0.80 0.73
C 0.64 -1.08 -2.28
C -0.04 1.10 0.43
O -1.04 0.47 1.25
H -0.40 0.29 -0.19
H -0.02 -0.11 0.04
H 0.12 0.08 -0.39
H -0.49 -0.59 0.55
H -0.37 -0.33 0.19
H 0.28 -0.23 0.00
H 0.36 -0.27 -0.33
H -0.12 -0.13 0.00
C -0.18 -0.30 0.53
C 0.01 0.57 0.28
C -1.14 -0.78 -0.73
O 0.35 0.12 -0.19
H 0.17 0.08 -0.36
H 0.17 0.24 0.29
H -0.11 -0.10 0.51
H -0.37 0.82 0.02
H -0.27 -0.45 0.10
H 0.52 0.03 0.04
H 0.36 -0.20 -0.31
H 0.49 -0.04 -0.18
C 0.00 -0.37 0.80
C 1.17 -0.85 -1.21
C 0.86 -0.91 0.70
O -1.50 1.15 -0.06
H 0.29 -0.07 -0.06
H 0.14 0.28 0.02
H -0.11 0.28 -0.11
H -0.26 0.43 0.03
H 0.45 0.15 0.15
H -0.25 -0.17 0.45
H -0.55 -0.31 -0.49
H -0.24 0.40 -0.23
C 0.27 0.84 0.06
C 1.24 0.36 2.00
C -1.14 -0.68 0.18
O 0.34 -0.40 0.92
C 0.20 -0.81 0.03
N -0.25 0.22 -1.71
H 0.04 0.09 -0.29
H -0.17 0.07 -0.09
H -0.06 0.18 0.05
H -0.09 0.44 -0.02
H 0.20 -0.45 -0.72
H -0.39 0.18 0.31
H -0.37 0.46 -0.11
H 0.09 0.37 0.20
H 0.21 -0.17 -0.24
H -0.04 -0.28 0.14
H -0.07 -0.46 -0.74
C -0.17 1.24 1.22
C 0.34 -1.42 -2.03
C 0.32 -1.28 0.72
O -0.58 1.04 -0.23
C -0.70 -1.29 -0.74
N -0.16 0.43 0.41
H 0.18 -0.01 0.10
H -0.13 -0.58 0.00
H -0.30 0.19 -0.12
H -0.24 0.07 -0.26
H -0.25 0.14 0.23
H 0.50 0.51 -0.02
H 0.45 0.24 -0.18
H 0.47 0.27 0.60
H -0.22 0.06 0.23
H 0.33 0.43 0.25
H 0.16 -0.04 -0.19
C -0.39 0.89 0.89
C -0.38 -1.01 0.00
C 0.15 -0.52 -0.90
O 0.90 0.37 0.14
C -1.28 -0.30 -0.32
N 0.69 0.36 -0.04
H 0.22 -0.01 0.17
H -0.13 -0.10 -0.17
H 0.27 0.21 0.16
H -0.31 -0.82 -0.06
H 0.12 0.13 0.11
H 0.45 0.03 0.07
H -0.37 0.39 0.56
H -0.22 0.11 -0.07
H 0.05 0.55 -0.51
H 0.29 0.14 0.25
H -0.08 -0.40 -0.29

Strongest force on any atom   2.60 eV/A
E_LUMO   0.0082 hartree
SMILES   COC[C@H](C)N.COC[C@H](C)N.COC[C@H](C)N.CC(C)O.CC(C)O.CC(C)O.CC(C)O.CC(C)O.CC(C)O.CC(C)O.CC(C)O.CC(C)O
E   -2615.8136 Ha
Gap between HOMO and LUMO   9.57 eV

---

(2)
An isolated molecule of CH2O3P2 in a non-equilibrium geometry. Source: the OMol25 dataset; level of theory: ωB97M-V/def2-TZVPD.

Last column: Mulliken charge in e.
Geometry (Å):
C: -2.1032 -0.3349 -0.2683  0.2070
O: -2.7776 -1.1479 0.1431  -0.2084
O: -0.6478 2.0832 -0.1006  -0.4441
O: 0.3678 -0.2724 0.6238  -0.2774
P: -0.8905 0.8249 0.5798  0.5119
P: 1.6509 -0.7683 -0.3359  0.0930
H: 2.7773 -0.7398 0.5211  0.0641
H: 1.6231 0.3553 -1.1630  0.0539

Atomic forces in eV per Å
C 2.47 3.28 -2.15
O -2.31 -2.88 1.80
O -0.11 1.20 -1.10
O -1.50 0.89 0.56
P 1.90 -2.82 1.39
P -1.30 -1.39 -0.70
H -0.10 1.13 0.06
H 0.96 0.59 0.13

Strongest force on any atom   4.63 eV/A
E_LUMO (alpha / beta)   -0.0051 / -0.1092 hartree
Multiplicity   3
E   -947.6222 Ha
Gap between HOMO and LUMO (alpha / beta)   7.24 / 6.61 eV

---

(3)
A cluster of 2 separate species, C4H8N2O2 in total in a non-equilibrium geometry. Source: the OMol25 dataset; level of theory: ωB97M-V/def2-TZVPD.

Last column: Mulliken charge in e.
Geometry (Å):
C: 0.6291 3.0119 0.3975  -0.6786
C: 1.3547 0.1794 0.1567  -0.0876
C: -0.9768 -0.0789 0.2321  -0.7587
C: 0.4513 -2.0657 0.0740  -0.8808
N: 0.3656 -0.6164 0.1615  0.1244
N: 2.6827 -0.2047 0.1305  1.0203
O: 3.2658 -0.1998 -0.9419  -0.6017
O: 3.2056 -0.3704 1.2259  -0.5699
H: 1.4332 3.2740 1.1022  0.3269
H: 0.9890 3.3049 -0.6022  0.3138
H: -0.9061 1.0085 0.2596  0.1606
H: -1.5470 -0.4018 -0.6384  0.3327
H: -1.4702 -0.4461 1.1322  0.3204
H: 1.4674 -2.3982 0.2848  0.3279
H: -0.2276 -2.5150 0.7961  0.3272
H: 0.1706 -2.3911 -0.9286  0.3231

Atomic forces in eV per Å
C 2.41 1.27 -0.62
C -0.42 1.92 0.06
C -0.43 0.34 0.01
C 0.19 -0.60 -0.06
N 0.50 -0.78 -0.06
N 0.30 -0.72 0.10
O -0.04 -0.11 -0.21
O 0.09 -0.14 0.15
H -1.08 -0.56 0.80
H -1.34 -0.54 -0.17
H -0.05 -0.18 -0.02
H -0.01 0.00 -0.03
H 0.01 -0.01 0.01
H -0.08 0.07 -0.01
H -0.01 0.00 0.02
H -0.04 0.02 0.03

Strongest force on any atom   2.79 eV/A
E_LUMO (alpha / beta)   0.0217 / -0.0335 hartree
Multiplicity   3
E   -416.8534 Ha
Gap between HOMO and LUMO (alpha / beta)   8.74 / 8.56 eV

---

no.,M (g mol⁻¹)
1,808.28
2,123.97
3,116.12